Entry 1:
# C12H32CdI2O4

A structure of composition C12H32CdI2O4 (ωB97M-V with the def2-TZVPD basis set, the Open Molecules 2025 dataset).

CARTESIAN COORDINATES (ANGSTROEM)
Cd1 -0.004 0.179 0.019
I1 0.363 -2.320 -1.430
I2 -0.674 2.443 1.759
C1 0.233 1.284 -4.236
C2 0.964 1.554 -2.924
C3 1.664 2.909 -2.998
O1 0.029 1.584 -1.843
H1 -0.375 2.145 -4.530
H2 -0.418 0.420 -4.085
H3 0.891 1.085 -5.081
H4 1.710 0.773 -2.778
H5 2.381 3.072 -2.195
H6 0.899 3.687 -3.056
H7 2.225 2.968 -3.937
H8 -0.472 2.407 -1.869
C4 -3.537 -1.809 -0.279
C5 -3.195 -0.548 -1.057
C6 -4.408 0.356 -1.246
O2 -2.102 0.196 -0.466
H9 -2.585 -2.217 0.058
H10 -4.033 -2.545 -0.911
H11 -4.204 -1.575 0.552
H12 -2.897 -0.808 -2.077
H13 -4.953 0.565 -0.317
H14 -5.194 -0.137 -1.825
H15 -4.147 1.280 -1.764
H16 -2.550 0.983 -0.108
C7 3.477 -0.434 1.736
C8 2.881 0.893 1.236
C9 4.013 1.830 0.808
O3 2.107 0.562 0.047
H17 2.685 -1.074 2.114
H18 4.266 -0.240 2.471
H19 4.046 -0.989 0.982
H20 2.304 1.437 1.976
H21 3.629 2.717 0.306
H22 4.796 1.279 0.283
H23 4.522 2.216 1.699
H24 2.771 0.194 -0.551
C10 0.474 -2.800 3.340
C11 -0.520 -2.207 2.378
C12 -1.877 -2.065 3.048
O4 -0.082 -0.895 1.946
H25 0.151 -3.761 3.746
H26 0.641 -2.127 4.188
H27 1.431 -3.046 2.872
H28 -0.581 -2.868 1.514
H29 -2.612 -1.552 2.429
H30 -1.940 -1.522 3.997
H31 -2.278 -3.057 3.285
H32 0.085 -0.423 2.778

For the energy above the lowest of the compared OMol25 structures with the same formula, charge and spin, the calculation gives 0.654 eV.

Entry 2:
# C23H28N4O3

A structure of composition C23H28N4O3 (ωB97M-V with the def2-TZVPD basis set, the Open Molecules 2025 dataset).

CARTESIAN COORDINATES (ANGSTROEM)
C1 -7.822 -2.068 -0.899
H1 -7.007 -2.855 -1.249
H2 -8.598 -2.109 -1.630
H3 -8.100 -2.216 0.032
C2 -7.274 -0.852 -1.364
N1 -6.383 -0.377 -0.147
C3 -6.111 0.998 -0.122
H4 -5.535 1.412 -1.358
C4 -5.243 1.679 0.791
N2 -3.729 1.553 0.629
C5 -2.955 1.130 1.442
O1 -3.331 0.419 2.321
C6 -1.452 0.780 0.839
C7 -0.674 -0.059 1.275
C8 0.627 -0.205 0.710
C9 1.118 0.866 0.276
C10 0.437 1.856 -0.060
C11 -0.955 2.000 0.362
H5 -1.399 3.049 0.033
H6 0.830 2.896 -0.510
C12 2.546 0.858 -0.365
O2 3.023 1.862 -0.711
N3 3.270 -0.189 0.100
C13 2.696 -1.328 0.919
O3 3.407 -2.186 0.783
N4 1.521 -1.249 1.092
H7 1.067 -2.239 1.615
C14 4.715 -0.224 -0.374
H8 4.839 -1.473 -0.396
H9 4.832 0.140 -1.197
C15 5.599 0.307 0.696
C16 6.989 0.093 0.177
C17 7.607 1.178 -0.438
C18 8.864 0.927 -0.917
C19 9.621 -0.119 -0.574
C20 9.148 -0.874 0.213
C21 7.822 -0.985 0.440
H10 7.367 -1.772 1.466
H11 9.683 -1.899 0.441
H12 10.562 0.010 -0.823
H13 9.389 1.778 -1.325
H14 6.838 2.075 -0.467
H15 5.345 -0.415 1.697
H16 5.253 1.095 0.948
H17 -1.240 -0.909 1.707
H18 -3.280 1.975 -0.217
H19 -5.387 2.587 1.119
H20 -5.257 0.921 1.823
H21 -6.953 1.744 -0.384
C22 -5.308 -1.102 -0.044
C23 -4.206 -1.166 -1.350
H22 -3.391 -1.858 -1.145
H23 -3.618 -0.175 -1.610
H24 -4.686 -1.647 -2.093
H25 -4.499 -0.942 0.910
H26 -5.514 -2.077 0.306
H27 -8.144 -0.015 -1.216
H28 -6.967 -0.600 -2.179

For the energy above the lowest of the compared OMol25 structures with the same formula, charge and spin, the calculation gives 23.045 eV.

Entry 3:
# C19H18N2O3

The molecule C19H18N2O3 (ωB97M-V with the def2-TZVPD basis set, the Open Molecules 2025 dataset).

CARTESIAN COORDINATES (ANGSTROEM)
C1 -6.781 -0.487 -1.778
O1 -6.365 -0.506 -0.434
C2 -5.053 -0.279 -0.156
C3 -4.701 -0.315 1.195
C4 -3.399 -0.097 1.584
C5 -2.411 0.162 0.635
N1 -1.099 0.371 1.096
C6 0.006 0.701 0.382
O2 0.053 0.874 -0.813
C7 1.253 0.875 1.273
N2 2.472 0.708 0.520
C8 3.137 1.785 -0.004
C9 2.471 3.127 0.049
C10 4.363 1.650 -0.562
C11 5.055 0.388 -0.654
O3 6.208 0.267 -1.050
C12 4.226 -0.761 -0.253
C13 4.718 -2.052 -0.447
C14 3.963 -3.155 -0.127
C15 2.681 -2.972 0.378
C16 2.176 -1.707 0.585
C17 2.944 -0.573 0.290
C18 -2.756 0.197 -0.709
C19 -4.066 -0.022 -1.101
H1 -6.277 -1.260 -2.366
H2 -7.850 -0.691 -1.757
H3 -6.609 0.491 -2.238
H4 -5.471 -0.516 1.922
H5 -3.143 -0.128 2.634
H6 -1.000 0.287 2.099
H7 1.223 1.880 1.699
H8 1.246 0.161 2.101
H9 3.034 3.829 -0.558
H10 1.459 3.063 -0.347
H11 2.435 3.521 1.066
H12 4.871 2.515 -0.958
H13 5.711 -2.142 -0.862
H14 4.350 -4.151 -0.278
H15 2.064 -3.829 0.606
H16 1.162 -1.615 0.941
H17 -2.001 0.394 -1.451
H18 -4.298 0.012 -2.153

For the energy above the lowest of the compared OMol25 structures with the same formula, charge and spin, the calculation gives 1.585 eV.

Entry 4:
# CH3NOS

A cluster of 2 separate species, CH3NOS in total (ωB97M-V with the def2-TZVPD basis set, the Open Molecules 2025 dataset).

CARTESIAN COORDINATES (ANGSTROEM)
C1 0.036 1.405 0.160
N1 -0.412 -1.030 0.696
O1 0.323 -1.256 -0.483
S1 0.707 1.112 -1.205
H1 -0.368 2.220 0.542
H2 0.227 -1.255 1.417
H3 -0.512 -1.195 -1.127

For the energy above the lowest of the compared OMol25 structures with the same formula, charge and spin, the calculation gives 6.543 eV.

Entry 5:
# CH12O7

A structure of composition CH12O7 (ωB97M-V with the def2-TZVPD basis set, the Open Molecules 2025 dataset).

CARTESIAN COORDINATES (ANGSTROEM)
H1 -0.865 -0.117 -0.751
O1 -1.140 -1.056 0.004
O2 -0.620 0.786 -1.445
H2 -2.082 -1.345 -0.113
H3 -0.479 -1.677 -0.390
C1 0.206 1.690 -1.070
H4 0.097 2.658 -1.566
O3 1.089 1.518 -0.227
O4 0.055 1.829 2.539
H5 0.129 1.622 1.597
H6 0.775 2.439 2.705
O5 -3.666 -1.630 0.610
H7 -3.203 -1.717 1.456
H8 -4.092 -0.776 0.695
O6 1.132 -2.029 -1.071
H9 1.213 -1.066 -1.178
H10 1.846 -2.115 -0.419
O7 3.039 -0.443 0.206
H11 3.869 -0.050 -0.096
H12 2.528 0.381 0.335

For the energy above the lowest of the compared OMol25 structures with the same formula, charge and spin, the calculation gives 0.000 eV.

> Number 3 is which compound?

C19H18N2O3